Here is 15 unconnected molecules or ions with the total composition C4H38NO16 at a distorted geometry from the Open Molecules 2025 dataset. Energies are from the ωB97M-V functional and the def2-TZVPD basis.

```
59
Properties=species:S:1:pos:R:3:forces:R:3
O 0.99372 1.35184 -3.90846 -1.253 0.014 0.311
C -0.18030 1.05855 -3.43366 4.238 -0.548 0.153
C -0.24705 -0.02593 -2.35147 -1.122 0.086 0.150
N -1.46390 0.14580 -1.49076 0.232 -0.591 -0.802
C -1.13507 -0.19180 -0.06483 -0.853 0.403 1.258
C -0.29191 0.89085 0.59188 0.327 -0.424 -0.039
O -1.17972 1.61679 -3.87035 -1.269 0.260 -0.329
H 1.82086 1.05398 -3.35030 -0.306 -0.245 0.315
H 0.66604 0.00030 -1.74375 -0.236 0.382 -0.264
H -0.25510 -1.01830 -2.83868 -0.075 0.306 0.011
H -2.23790 -0.55610 -1.80402 -0.009 0.190 0.568
H -1.82679 1.10746 -1.57919 0.054 -0.323 0.496
H -2.09826 -0.31766 0.46490 0.308 0.306 -0.419
H -0.70600 -1.18991 -0.02093 0.304 0.058 -0.405
H -0.73467 1.87010 0.51167 -0.338 0.299 -0.144
H -0.17511 0.69230 1.65735 -0.010 -0.145 -0.111
H 0.71646 0.95048 0.17962 0.067 -0.017 0.021
H -0.85314 -3.68963 2.51448 -0.053 0.084 0.038
H 0.05959 -2.53232 2.00505 0.004 -0.144 0.138
O -0.88131 -2.84787 2.04006 0.002 0.113 0.236
H 4.54849 -3.07983 1.40408 -0.020 0.013 0.073
H 3.29570 -2.21022 1.80948 0.529 -0.302 0.077
O 4.11121 -2.23482 1.26159 -0.237 0.103 -0.181
H 0.07058 4.27245 -2.17472 0.127 0.039 0.248
H -0.59167 3.93136 -0.80946 -0.108 -0.083 0.034
O 0.16303 3.70016 -1.40008 -0.374 -0.131 -0.499
H 3.17979 3.62140 -0.70485 -0.115 -0.037 0.096
H 1.66888 3.20839 -0.87950 0.294 0.336 0.166
O 2.56514 2.88071 -0.63086 0.000 -0.582 -0.421
H -0.82395 -3.35732 -0.98419 -0.047 -0.238 0.387
H -1.43911 -3.31714 0.48523 0.107 -0.262 -0.629
O -1.63022 -3.53470 -0.46112 -0.432 0.425 0.168
H -2.33870 2.11994 2.82958 0.177 0.268 -0.253
H -3.57393 2.96138 2.86389 0.011 0.380 -0.239
O -2.70250 2.93496 2.44326 -0.156 -0.810 0.657
H 1.00436 0.07340 4.73376 0.043 -0.006 -0.222
H -0.23442 -0.02180 3.77056 0.651 -0.170 0.268
O 0.75748 -0.00042 3.80212 -0.428 0.236 0.076
H -2.78473 4.59916 -0.23180 -0.001 -0.109 0.341
H -2.31228 3.58765 0.91794 -0.296 0.405 -0.394
O -2.17729 3.88173 -0.01691 0.338 -0.285 -0.157
H 1.42425 -1.07196 2.68618 0.105 -0.911 -0.098
H 1.70203 -1.34261 1.18085 -0.061 -0.496 0.357
O 1.58603 -1.82860 2.03298 -0.402 1.571 0.012
H -1.72201 -1.30667 2.95207 0.089 0.094 0.097
H -2.40498 -0.71077 4.18268 0.013 0.160 0.015
O -1.84707 -0.46187 3.43401 -0.362 -0.327 -0.228
H 3.15837 -1.73789 -0.10139 0.344 -0.041 0.172
H 2.64143 -0.56889 -1.06111 0.303 -0.474 0.306
O 2.36011 -1.31666 -0.49567 -0.442 0.302 -0.539
H 1.25490 -2.38044 -1.35140 0.273 0.003 0.192
H 0.95428 -3.53875 -2.33252 -0.107 -0.016 0.015
O 0.53441 -2.81407 -1.85070 0.210 0.030 -0.506
H 3.83469 0.76168 -2.56096 -0.029 -0.175 0.002
H 2.84722 1.52519 -1.61284 0.180 0.101 0.100
O 2.93398 0.70950 -2.20539 -0.408 0.929 -0.469
H -2.73758 -2.44303 -1.04553 0.013 -0.386 0.176
H -3.95151 -2.14542 -1.98476 -0.065 0.083 0.023
O -3.31487 -1.71415 -1.40311 0.270 0.297 -0.404
```
Positions in Å, forces in eV/Å.

Properties
Energy above the lowest of the compared OMol25 structures with the same formula, charge and spin ... 9.7 kJ/mol
HOMO (alpha / beta) ... -16.439 / -16.438 eV
Spin multiplicity ... 2
Largest force on an atom ... 4.3 eV/Å
Expectation value of S² ... 0.76
Frontier orbital gap (alpha / beta) ... 9.38 / 4.09 eV
E ... -39000.6635 eV
Charge ... +2

Atomic partial charges in e from the Löwdin method, atoms 1 to 4:
1. O 0.221
2. C -0.339
3. C 0.022
4. N 0.069